Here is a 3-piece molecular cluster, C41H73FN6O7P2Si overall at a distorted geometry from the OMol25 dataset. Energies are from the ωB97M-V functional and the def2-TZVPD basis.

Element x y z (Å)
C -0.21477 -1.84452 5.18346
C -1.07672 -0.43264 5.09322
C -2.24411 -0.44113 3.94205
C -2.03731 0.91633 3.02668
C -2.91366 2.24612 3.48342
C -3.92686 2.31743 4.77577
C -5.33814 1.50306 4.59242
O -6.47699 2.37248 4.25639
C -7.48648 1.63901 3.47565
O -8.14583 2.36106 2.52908
C -7.91616 0.06800 3.66628
C -8.28885 -0.49106 2.13713
C -2.75214 3.59896 2.57140
C -1.73463 3.73284 1.25076
C -1.74223 5.18666 0.49182
C -1.05556 6.28873 1.49771
F 0.09526 5.72939 2.29415
C -0.83362 2.42481 0.83667
C -1.01030 1.01321 1.71604
C -0.10664 -0.26991 1.23454
O 0.15879 -1.36086 2.00592
C 0.61052 -0.29316 -0.26465
C 1.14615 -1.73239 -0.84235
C 1.92697 -1.86959 -2.31489
C 2.50449 -3.34251 -2.85227
C 3.16100 -4.17613 -1.55934
O 4.31611 -3.38577 -1.10645
Si 4.49378 -3.39461 0.64164
C 3.98110 -1.66849 1.41834
C 6.42493 -3.52627 0.97708
C 3.70428 -4.90521 1.53748
C 2.09378 -0.45739 -3.15453
C 1.53713 1.01332 -2.58708
C 0.79180 1.08838 -1.12868
C 0.22742 2.48380 -0.41558
O 0.75228 3.62995 -0.93183
H 0.75576 -1.68339 4.54720
H -0.87614 -2.67604 4.67399
H 0.13190 -2.10852 6.27492
H -1.51587 -0.12149 6.13850
H -0.28574 0.40022 4.76805
H -3.29478 -0.39555 4.47986
H -2.23370 -1.39011 3.24451
H -3.34088 1.79933 5.67765
H -4.13711 3.41975 5.11020
H -5.58907 1.02207 5.65527
H -5.18134 0.59256 3.86605
H -8.83643 -0.09316 4.40943
H -7.05892 -0.63300 4.05255
H -8.47932 -1.65858 2.28132
H -9.22121 0.06958 1.70586
H -7.34146 -0.39639 1.44988
H -3.38772 4.54054 2.88020
H -2.88946 5.50168 0.39319
H -1.31933 5.18261 -0.59927
H -1.88378 6.55164 2.31599
H -0.79524 7.30984 0.97208
H 0.94618 -2.68250 -0.14764
H 3.38977 -3.12999 -3.61555
H 1.65815 -3.96507 -3.39696
H 3.59738 -5.22321 -1.92303
H 2.29044 -4.27642 -0.78383
H 3.37020 -0.99623 0.67255
H 3.45567 -1.79948 2.47275
H 4.98212 -1.05953 1.64706
H 6.50362 -3.85823 2.11985
H 6.92817 -4.39262 0.36264
H 6.96666 -2.49232 0.89471
H 3.76998 -4.67094 2.70628
H 4.23635 -5.93177 1.35663
H 2.54846 -4.90760 1.29070
H 2.63060 -0.45245 -4.21271
H 1.71133 2.00750 -3.21672
C 7.05060 1.90260 -1.04961
N 8.10542 1.68330 -0.08843
C 7.64078 1.96720 1.27152
P 9.40927 0.61204 -0.20057
O 8.57721 -0.60065 0.28348
N 9.67138 -0.01386 -1.76715
C 9.23480 0.57046 -3.02600
C 9.66449 -1.47565 -1.91021
N 10.36585 2.00619 -0.75705
C 11.66703 1.97079 -0.07659
C 9.94483 3.39867 -0.87387
H 6.64215 2.91307 -0.92606
H 6.23604 1.17363 -0.94409
H 7.39180 1.88295 -2.07969
H 8.41908 2.50522 1.82123
H 7.40611 1.05025 1.82008
H 6.74689 2.60074 1.29112
H 8.19349 0.33363 -3.24063
H 9.83779 0.18418 -3.85639
H 9.37519 1.65412 -3.06374
H 8.64446 -1.86484 -1.94283
H 10.19556 -1.95464 -1.08326
H 10.17419 -1.79649 -2.82592
H 11.56139 2.25465 0.97465
H 12.39591 2.63279 -0.55670
H 12.08861 0.96068 -0.11656
H 9.64178 3.82412 0.09042
H 9.13903 3.52189 -1.60197
H 10.76385 4.02003 -1.25861
C -7.67534 -2.79693 -4.58374
N -8.23970 -2.31383 -3.34571
C -9.21566 -3.26563 -2.80952
P -7.52487 -1.28867 -2.20628
O -6.74560 -2.43772 -1.52098
N -6.12646 -0.48422 -2.76480
C -5.75888 -0.22984 -4.14933
C -4.89444 -0.67264 -1.98765
N -8.42075 0.03234 -2.99415
C -8.99565 0.88577 -1.94605
C -9.37850 -0.05782 -4.09164
H -8.48112 -3.04357 -5.28589
H -7.04857 -3.68619 -4.43398
H -7.08750 -2.05287 -5.11166
H -10.08362 -2.72341 -2.42216
H -8.79477 -3.86370 -1.99590
H -9.59211 -3.96056 -3.56856
H -5.29061 -1.09961 -4.60835
H -5.04318 0.59876 -4.20893
H -6.60518 0.09185 -4.76230
H -4.42002 -1.62761 -2.22419
H -5.09732 -0.63913 -0.91386
H -4.16470 0.12106 -2.18454
H -9.83777 0.38547 -1.45883
H -9.33095 1.84971 -2.34405
H -8.24259 1.10800 -1.18239
H -10.24990 -0.67188 -3.83416
H -8.91640 -0.43693 -5.00671
H -9.75289 0.93804 -4.36186

Atomic forces in eV per Å
-0.128 0.567 -0.557
1.234 0.266 -0.181
0.105 0.813 -0.378
-0.199 2.533 -1.412
2.175 1.403 -3.786
0.763 -0.688 0.010
0.841 -1.336 1.823
-0.997 -3.149 -2.187
-3.106 4.232 -4.130
4.321 -4.575 6.347
0.272 -0.472 -0.829
0.273 -0.688 1.022
1.901 -3.114 -0.644
-0.277 -3.126 1.883
-0.469 -0.340 0.635
-1.047 -0.011 1.161
-2.411 1.362 -2.221
-2.063 0.252 2.181
-1.250 1.862 0.607
1.576 -3.975 2.122
-2.056 6.652 -4.275
1.054 -0.087 -2.634
0.319 2.788 -1.553
-1.534 3.635 1.565
0.471 0.713 0.462
-0.210 0.560 -1.774
-1.942 -1.294 1.840
2.040 0.735 -0.143
0.333 1.019 0.576
0.196 -0.467 1.012
-1.108 -0.019 1.107
-1.579 0.205 3.106
-0.387 -3.055 2.335
0.604 -3.011 -0.338
2.787 3.522 -2.637
-3.688 -6.617 3.391
-1.984 -0.539 1.126
1.566 1.405 1.292
-0.996 0.447 -2.141
0.755 -0.661 -2.102
-1.850 -1.706 0.892
2.098 0.019 -1.290
0.249 1.952 1.473
-1.351 1.097 -1.965
0.445 -2.077 -0.925
0.582 0.984 -2.182
-0.421 2.077 1.089
2.036 0.846 -1.693
-1.493 1.698 -0.560
0.174 2.574 -0.493
1.980 -1.172 0.815
-1.979 0.005 1.287
1.409 -2.064 -0.759
2.471 -0.628 0.326
-0.419 -0.284 2.401
1.983 -0.655 -1.646
0.049 -2.347 0.988
0.534 2.422 -1.734
-1.995 -0.380 1.607
1.681 1.370 1.249
-1.364 2.107 0.781
1.863 -0.071 -1.294
0.921 -1.391 1.659
0.771 0.375 -2.334
-2.023 -1.402 -0.561
-0.079 0.710 -2.261
-0.815 1.884 1.057
-0.798 -2.087 -0.119
-0.070 -0.488 -2.486
-1.210 1.953 0.145
2.274 -0.491 0.585
-1.269 -0.076 2.559
-0.466 -2.489 1.589
-0.224 -0.340 -0.282
-1.547 1.949 0.607
0.359 -0.223 0.006
-5.233 -0.295 -5.271
2.968 0.097 2.414
0.626 -1.374 -0.547
0.939 0.652 -0.110
0.000 -0.103 0.352
2.328 0.139 2.100
0.656 -0.056 -0.443
-0.567 0.264 0.358
-0.042 -0.116 0.229
-0.108 0.078 -0.113
0.171 -0.212 0.029
0.118 0.004 0.204
-0.021 -0.007 0.030
0.220 -0.078 -0.311
-0.202 -0.094 -0.001
-0.024 -0.115 0.151
-0.124 -0.114 0.241
-0.108 -0.144 0.085
-0.281 0.124 -0.066
-0.020 0.397 -0.022
0.241 0.128 0.003
-0.147 0.001 0.058
-0.139 -0.062 0.031
-0.066 0.126 -0.162
-0.090 -0.246 0.314
0.234 -0.422 0.147
0.441 -0.094 -0.050
-1.672 -1.381 -1.504
0.133 0.292 0.310
4.202 -2.294 -5.632
-2.000 1.616 2.905
1.298 0.532 0.732
-0.580 1.005 -0.044
-0.125 -0.138 0.280
-1.721 1.143 2.333
0.234 0.785 0.050
-0.328 -0.612 -0.165
-0.046 -0.152 0.196
0.027 -0.033 -0.165
0.123 0.099 0.223
-0.143 0.016 0.180
-0.007 -0.031 0.011
0.209 0.317 -0.068
0.110 -0.193 -0.036
0.001 -0.113 0.157
-0.040 -0.230 0.176
0.078 -0.151 0.094
-0.012 -0.186 -0.235
-0.291 0.049 -0.248
-0.139 0.230 0.032
-0.009 -0.161 -0.016
0.039 -0.131 0.015
0.005 0.033 -0.211
0.017 -0.255 0.311
0.210 0.068 0.459

frontier orbital gap = 6.11 eV
E_LUMO = -1.64 eV
E_tot = -3532.23425 hartree
total charge = 0
HOMO = -0.2849 hartree

These are the Löwdin partial charges, in e, on atoms 1 to 2: C -0.137; C -0.242